[1]
Density functional theory data (the ωB97M-V functional and the def2-TZVPD basis) for 5 unconnected molecules or ions with the total composition C2H15NO4 in a non-equilibrium geometry.

Geometry as XYZ:
```
22
Properties=species:S:1:pos:R:3
C 2.674 -0.864 0.395
C 1.341 -0.737 1.085
N 0.582 0.401 0.483
H 2.520 -0.905 -0.705
H 3.181 -1.759 0.762
H 3.296 0.030 0.449
H 1.569 -0.225 2.053
H 0.715 -1.562 1.410
H -0.250 0.779 0.964
H 0.092 0.054 -0.359
H 0.594 -2.781 -1.295
H 1.662 -3.984 -1.224
O 1.113 -3.412 -1.779
H -4.518 2.366 -1.450
H -3.220 1.936 -2.057
O -3.795 1.734 -1.333
H 1.531 2.174 -1.542
H 2.565 2.695 -0.422
O 1.816 2.893 -0.989
H -4.376 1.087 2.227
H -4.538 -0.057 1.193
O -4.553 0.139 2.136
```

Values from the calculation:
total charge: +1
highest occupied orbital energy (spin up / spin down): -13.93 / -13.93 eV
energy above the lowest of the compared OMol25 structures with the same formula, charge and spin: 233.1 kJ/mol
2S+1: 2
lowest unoccupied orbital energy (spin up / spin down): -4.00 / -9.56 eV
expectation value of S²: 0.76
total energy: -11986.7617 eV
frontier orbital gap (spin up / spin down): 9.93 / 4.37 eV

[2]
Density functional theory data (the ωB97M-V functional and the def2-TZVPD basis) for 6 unconnected molecules or ions with the total composition C2H15NO5 in a non-equilibrium geometry.

Geometry as XYZ:
```
23
Properties=species:S:1:pos:R:3
C 1.204 -2.385 0.381
C 0.037 -1.867 0.770
N -0.022 -1.202 2.017
H 2.022 -2.581 1.084
H 1.550 -2.506 -0.632
H -0.726 -1.691 0.012
H 0.185 -1.684 2.882
H -0.900 -0.726 2.227
H 0.432 0.536 -2.034
H -0.071 1.595 -3.026
O 0.734 1.265 -2.599
H -1.343 -1.691 -2.931
H -0.029 -1.737 -2.172
O -0.749 -1.121 -2.410
H 0.290 2.321 -0.902
H 0.635 2.255 0.566
O -0.116 2.457 -0.028
H 2.260 1.316 1.630
H 1.012 0.599 1.886
O 1.407 1.480 2.056
H -1.596 1.245 0.563
H -3.028 0.867 0.261
O -2.186 0.476 0.511
```

Values from the calculation:
total charge: -1
highest occupied orbital energy (spin up / spin down): 0.74 / -5.55 eV
energy above the lowest of the compared OMol25 structures with the same formula, charge and spin: 59.5 kJ/mol
2S+1: 2
lowest unoccupied orbital energy (spin up / spin down): 3.37 / 3.22 eV
expectation value of S²: 0.75
total energy: -14043.6876 eV
frontier orbital gap (spin up / spin down): 2.62 / 8.77 eV

[3]
Density functional theory data (the ωB97M-V functional and the def2-TZVPD basis) for 6 unconnected molecules or ions with the total composition C2H15NO5 in a non-equilibrium geometry.

Geometry as XYZ:
```
23
Properties=species:S:1:pos:R:3
C 1.321 -6.517 3.118
N 0.078 -6.492 2.937
C -0.823 -5.525 3.547
H 1.921 -7.122 2.383
H 1.879 -6.096 3.952
H -1.837 -5.894 3.481
H -0.744 -4.633 2.948
H -0.590 -5.186 4.590
O 1.202 -0.154 -1.122
H 2.000 -0.185 -0.602
H 0.999 0.701 -1.509
O 1.493 2.587 -0.178
H 1.567 3.547 -0.223
H 0.569 2.468 0.093
O -1.455 1.421 -0.050
H -1.551 0.864 0.725
H -1.564 0.976 -0.888
O 0.933 5.225 -3.527
H 0.451 5.880 -4.046
H 0.207 4.845 -3.017
O -2.352 5.512 -3.042
H -2.148 5.471 -2.099
H -3.290 5.282 -3.006
```

Values from the calculation:
highest occupied orbital energy: -9.33 eV
energy above the lowest of the compared OMol25 structures with the same formula, charge and spin: 185.7 kJ/mol
lowest unoccupied orbital energy: 0.20 eV
total energy: -14043.5061 eV
frontier orbital gap: 9.52 eV
SMILES string: C=NC.O.O.O.O.O

[4]
Density functional theory data (the ωB97M-V functional and the def2-TZVPD basis) for 5 unconnected molecules or ions with the total composition C2H16NO4S in a non-equilibrium geometry.

Geometry as XYZ:
```
24
Properties=species:S:1:pos:R:3
C 0.696 -1.127 -0.351
C 2.212 -1.089 -0.329
S 3.050 -2.298 -1.400
N 0.201 -0.175 0.679
H 0.326 -2.106 -0.113
H 0.318 -0.812 -1.318
H 2.664 -1.259 0.646
H 2.512 -0.117 -0.724
H 2.458 -1.960 -2.552
H -0.816 -0.058 0.713
H 0.651 0.762 0.616
H 0.415 -0.505 1.632
H 0.679 3.227 0.531
H -0.803 2.695 0.301
O 0.117 2.450 0.489
H -2.367 0.362 -3.253
H -3.551 0.209 -2.293
O -2.899 0.841 -2.610
H 1.101 -1.685 2.904
H 0.495 -1.015 4.128
O 0.257 -1.511 3.333
H -2.072 1.836 -0.919
H -3.298 1.722 -0.099
O -2.344 1.612 -0.013
```

Values from the calculation:
total charge: +1
highest occupied orbital energy: -12.61 eV
energy above the lowest of the compared OMol25 structures with the same formula, charge and spin: 0.0 kJ/mol
lowest unoccupied orbital energy: -2.95 eV
total energy: -22843.1031 eV
frontier orbital gap: 9.67 eV

[5]
Density functional theory data (the ωB97M-V functional and the def2-TZVPD basis) for 5 unconnected molecules or ions with the total composition C2H16NO4S2 in a non-equilibrium geometry.

Geometry as XYZ:
```
25
Properties=species:S:1:pos:R:3
N 0.392 0.012 -0.197
C -0.636 -1.100 -0.233
C -1.325 -1.357 -1.603
S -2.603 -0.007 -2.176
S -2.197 1.784 -1.661
H -0.079 0.901 -0.390
H 1.188 -0.049 -0.859
H 0.920 0.119 0.834
H -1.313 -1.006 0.712
H -0.091 -2.089 0.107
H -0.725 -1.710 -2.490
H -1.944 -2.249 -1.324
H -1.235 2.441 -2.181
H 0.585 1.285 3.900
H 0.887 1.129 2.360
O 0.808 0.678 3.281
H 0.210 -2.650 2.067
H 1.235 -1.680 2.551
O 0.594 -1.767 1.852
H 1.204 0.360 -2.875
H 2.593 -0.334 -3.121
O 1.990 0.118 -2.477
H 0.406 2.951 1.473
H -0.890 2.076 1.389
O 0.025 2.140 1.061
```

Values from the calculation:
total charge: +2
highest occupied orbital energy (spin up / spin down): -17.43 / -17.42 eV
energy above the lowest of the compared OMol25 structures with the same formula, charge and spin: 217.1 kJ/mol
2S+1: 2
lowest unoccupied orbital energy (spin up / spin down): -7.98 / -12.08 eV
expectation value of S²: 0.75
total energy: -33663.8219 eV
frontier orbital gap (spin up / spin down): 9.45 / 5.34 eV

[6]
Density functional theory data (the ωB97M-V functional and the def2-TZVPD basis) for 6 unconnected molecules or ions with the total composition C2H16O5S in a non-equilibrium geometry.

Geometry as XYZ:
```
24
Properties=species:S:1:pos:R:3
C -0.069 1.804 -1.712
C -0.081 0.321 -2.058
S -1.785 -0.311 -2.379
H -0.457 1.924 -0.736
H -0.798 2.399 -2.268
H 0.926 2.211 -1.836
H 0.456 0.129 -2.973
H 0.289 -0.258 -1.215
H -2.434 0.247 -1.348
O 3.091 -1.536 0.190
H 3.281 -1.202 -0.691
H 2.898 -2.475 0.135
O 0.082 1.991 2.121
H 0.191 2.858 2.507
H 0.850 1.389 2.165
O 0.073 -3.442 1.882
H 0.434 -3.836 1.083
H -0.797 -3.110 1.679
O 2.252 0.316 2.364
H 1.974 -0.443 2.896
H 2.225 -0.089 1.480
O -2.361 1.043 0.888
H -1.450 1.041 1.212
H -2.880 1.507 1.551
```

Values from the calculation:
highest occupied orbital energy: -8.64 eV
energy above the lowest of the compared OMol25 structures with the same formula, charge and spin: 61.0 kJ/mol
lowest unoccupied orbital energy: 0.08 eV
total energy: -23406.3536 eV
frontier orbital gap: 8.72 eV
SMILES string: CCS.O.O.O.O.O

[7]
Density functional theory data (the ωB97M-V functional and the def2-TZVPD basis) for a molecular structure, C2H16O9V in a non-equilibrium geometry.

Geometry as XYZ:
```
28
Properties=species:S:1:pos:R:3
O 30.388 -5.421 -11.528
V 30.836 -4.119 -12.288
O 29.823 -2.949 -11.898
C 28.333 -4.912 -14.373
O 29.713 -5.026 -14.315
H 27.995 -3.883 -14.251
H 27.900 -5.254 -15.313
H 27.763 -5.316 -13.536
C 33.666 -6.243 -12.445
O 32.686 -5.553 -13.165
H 34.678 -5.949 -12.724
H 33.665 -6.044 -11.373
H 33.627 -7.332 -12.411
O 32.536 -3.464 -10.776
H 33.491 -3.444 -10.722
H 32.241 -3.209 -9.902
O 32.020 -7.649 -9.893
H 31.924 -6.901 -10.482
H 31.834 -8.412 -10.441
O 27.215 -1.265 -12.998
H 28.094 -1.548 -13.251
H 27.282 -0.313 -12.924
O 27.582 -2.938 -10.162
H 28.140 -2.354 -10.676
H 26.741 -2.931 -10.619
O 31.989 -2.221 -13.551
H 32.797 -2.514 -13.972
H 32.104 -1.277 -13.441
```

Values from the calculation:
total charge: -1
highest occupied orbital energy: -3.97 eV
energy above the lowest of the compared OMol25 structures with the same formula, charge and spin: 14.5 kJ/mol
lowest unoccupied orbital energy: 2.27 eV
total energy: -46447.8926 eV
frontier orbital gap: 6.24 eV

[8]
Density functional theory data (the ωB97M-V functional and the def2-TZVPD basis) for a molecular structure, C2H17CdO7 in a non-equilibrium geometry.

Geometry as XYZ:
```
27
Properties=species:S:1:pos:R:3
Cd -1.320 0.353 0.633
O -0.212 0.665 -1.006
H 0.257 0.280 -1.732
O -2.997 -0.213 -0.750
H -3.423 0.097 -1.561
H -3.600 -0.883 -0.395
O -2.320 2.265 0.702
H -2.990 2.701 1.245
H -1.844 2.990 0.263
O -0.052 0.756 2.310
H -0.215 1.581 2.791
H 0.396 0.186 2.950
O -0.785 -1.745 0.942
H -0.044 -2.144 1.421
H -1.137 -2.460 0.394
O -2.750 0.027 2.260
H -3.700 0.211 2.241
H -2.618 -0.513 3.052
C 4.077 -1.013 -2.038
C 2.926 -0.041 -1.843
O 2.228 -0.367 -0.662
H 3.665 -1.961 -2.393
H 4.537 -1.238 -1.074
H 4.865 -0.622 -2.676
H 2.239 -0.018 -2.696
H 3.430 0.936 -1.792
H 1.386 0.172 -0.588
```

Values from the calculation:
total charge: +1
highest occupied orbital energy: -11.52 eV
energy above the lowest of the compared OMol25 structures with the same formula, charge and spin: 41.8 kJ/mol
lowest unoccupied orbital energy: -3.72 eV
total energy: -21239.8709 eV
frontier orbital gap: 7.80 eV